Below is a cluster of 2 separate species, C2H4O3P in total, with properties calculated with ωB97M-V/def2-TZVPD.

Geometry as ORCA input:
```
! wB97M-V def2-TZVPD RIJCOSX def2/J DEFGRID3
* xyz -1 1
C 0.187 0.713 -0.151
C 1.239 -0.331 -0.277
O -2.638 0.856 -0.142
O 0.298 1.921 -0.243
O -1.574 -1.414 -0.358
P -1.495 0.022 0.049
H 0.888 -1.122 0.399
H 2.303 0.204 -0.113
H 1.344 -0.766 -1.261
H -0.553 -0.084 2.097
*
```

## Properties
E_tot in eV: -17570.5490
Relative energy (zero: lowest compared OMol25 entry of this formula, charge and spin) in kJ/mol: 259.0
Kohn-Sham gap in Eh: 0.2909
Molecular weight in g/mol: 107.025

Here are the Mulliken charges for atoms 1 to 8, given in e:
1 C 0.4079
2 C -0.7600
3 O -0.6200
4 O -0.5577
5 O -0.6611
6 P 0.4671
7 H 0.2633
8 H 0.2511

Below is an isolated molecule of C3H4N2O, with properties calculated with ωB97M-V/def2-TZVPD.

Geometry as ORCA input:
```
! wB97M-V def2-TZVPD RIJCOSX def2/J DEFGRID3
* xyz 0 1
O -2.026 -0.193 0.030
C -0.647 -0.061 -0.021
C -0.041 1.055 -0.014
N 1.423 0.847 -0.031
C 1.462 -0.390 -0.083
N 0.310 -1.055 0.054
H -2.458 0.574 -0.303
H -0.533 2.115 0.397
H 2.210 -1.291 0.374
H 0.214 -2.019 -0.166
*
```

## Properties
E_tot in eV: -8200.9500
Relative energy (zero: lowest compared OMol25 entry of this formula, charge and spin) in kJ/mol: 283.2
Kohn-Sham gap in Eh: 0.3591
Molecular weight in g/mol: 84.078

Here are the Mulliken charges for atoms 1 to 8, given in e:
1 O -0.5177
2 C 0.4125
3 C -0.2654
4 N -0.4932
5 C -0.0252
6 N -0.0952
7 H 0.3117
8 H 0.2235

Below is a cluster of 5 separate species, C25H31N6O2PS in total, with properties calculated with ωB97M-V/def2-TZVPD.

Geometry as ORCA input:
```
! wB97M-V def2-TZVPD RIJCOSX def2/J DEFGRID3
* xyz 0 1
H 0.032 1.035 -3.563
N 0.382 0.089 -3.418
C -0.525 -0.631 -2.908
C -0.253 -2.041 -2.543
C -1.893 -0.043 -2.584
O -2.750 0.061 -3.723
C -3.380 -1.093 -4.059
O -2.986 -1.822 -4.952
N -4.589 -1.345 -3.367
C -5.001 -0.331 -2.371
P -4.730 -2.968 -2.836
S -5.438 -4.276 -4.072
H 0.473 -2.469 -3.219
H -1.128 -2.679 -2.575
H 0.164 -2.123 -1.545
H -2.325 -0.619 -1.775
H -1.714 0.971 -2.263
H -5.038 0.634 -2.844
H -4.396 -0.307 -1.476
H -6.014 -0.560 -2.070
H -5.584 -2.805 -1.739
H -3.491 -3.364 -2.309
C -1.429 -0.629 3.472
C -0.945 0.463 2.773
C -0.848 0.371 1.396
N -1.184 -0.716 0.703
C -1.648 -1.756 1.390
C -1.794 -1.763 2.769
H -1.512 -0.597 4.550
H -0.640 1.364 3.286
H -0.468 1.201 0.809
H -1.905 -2.630 0.801
H -2.173 -2.640 3.276
C 4.327 0.257 5.618
C 3.322 0.004 6.537
C 2.028 -0.159 6.068
N 1.694 -0.084 4.782
C 2.671 0.159 3.912
C 3.997 0.335 4.275
H 5.351 0.389 5.943
H 3.535 -0.065 7.595
H 1.213 -0.362 6.755
H 2.368 0.213 2.871
H 4.749 0.528 3.523
C 5.312 -1.721 -0.332
C 4.739 -2.351 0.760
C 3.356 -2.361 0.862
N 2.544 -1.796 -0.028
C 3.111 -1.192 -1.073
C 4.483 -1.129 -1.269
H 6.388 -1.692 -0.450
H 5.347 -2.827 1.517
H 2.867 -2.846 1.700
H 2.427 -0.738 -1.783
H 4.887 -0.626 -2.137
C -0.572 5.707 -1.018
C -1.743 5.162 -1.518
C -1.656 4.024 -2.304
N -0.507 3.426 -2.609
C 0.610 3.961 -2.122
C 0.632 5.095 -1.325
H -0.597 6.595 -0.399
H -2.704 5.609 -1.305
H -2.548 3.565 -2.716
H 1.530 3.452 -2.388
H 1.570 5.486 -0.956
*
```

## Properties
E_tot in eV: -59586.3968
Kohn-Sham gap in Eh: 0.3319
Molecular weight in g/mol: 510.604

Here are the Mulliken charges for atoms 1 to 8, given in e:
1 H 0.2883
2 N -0.8513
3 C 0.7052
4 C -1.0994
5 C 0.3046
6 O -0.3755
7 C 0.3816
8 O -0.4999

Below is a structure of composition C33H21Cl2F12MoN2O4, with properties calculated with ωB97M-V/def2-TZVPD.

Geometry as ORCA input:
```
! wB97M-V def2-TZVPD RIJCOSX def2/J DEFGRID3
* xyz 1 1
Mo -0.728 0.349 -0.953
C 1.429 3.651 5.021
C 1.279 2.879 3.741
C 2.366 2.332 3.068
C 2.200 1.591 1.917
C 0.936 1.322 1.377
N 0.815 0.424 0.283
C 1.867 -0.534 0.114
C 2.344 -1.269 1.203
C 3.372 -2.179 1.074
C 4.003 -2.385 -0.147
C 5.120 -3.375 -0.306
C 3.538 -1.663 -1.238
C 2.475 -0.778 -1.127
C 1.897 -0.099 -2.356
O 0.527 0.026 -2.147
C 2.511 1.321 -2.569
F 3.834 1.279 -2.450
F 2.204 1.826 -3.761
F 2.030 2.157 -1.633
C 2.044 -0.931 -3.661
F 1.710 -2.207 -3.423
F 3.283 -0.892 -4.147
F 1.208 -0.461 -4.592
C -0.151 1.971 1.996
C 0.033 2.714 3.159
C -1.538 1.994 1.392
O -1.661 1.067 0.353
C -1.734 3.381 0.705
F -0.772 3.507 -0.230
F -2.922 3.422 0.081
F -1.648 4.407 1.530
C -2.697 1.730 2.410
F -3.698 1.090 1.788
F -2.292 0.958 3.425
F -3.177 2.857 2.923
H 2.319 3.340 5.565
H 1.518 4.720 4.818
H 0.556 3.509 5.656
H 3.366 2.486 3.456
H 3.074 1.201 1.416
H 1.920 -1.103 2.183
H 3.699 -2.734 1.945
H 5.652 -3.517 0.633
H 4.725 -4.345 -0.615
H 5.827 -3.048 -1.067
H 4.026 -1.805 -2.191
H -0.818 3.202 3.618
C -1.484 -2.240 2.899
C -2.468 -3.118 2.472
C -2.760 -3.175 1.124
C -2.075 -2.349 0.239
N -1.149 -1.474 0.660
C -0.867 -1.436 1.964
C -2.283 -2.349 -1.205
C -2.918 -3.391 -1.874
C -2.996 -3.379 -3.255
C -2.425 -2.336 -3.968
C -1.791 -1.301 -3.300
C -1.728 -1.282 -1.912
H -1.216 -2.155 3.941
H -3.006 -3.737 3.178
H -3.526 -3.841 0.757
H -0.126 -0.724 2.284
H -3.317 -4.228 -1.318
H -3.483 -4.194 -3.774
H -2.465 -2.326 -5.049
H -1.338 -0.507 -3.879
Cl -4.225 1.133 -3.849
C -3.796 2.189 -2.481
Cl -4.755 3.655 -2.490
C -2.298 2.506 -2.625
O -1.863 3.499 -3.102
O -1.519 1.527 -2.109
H -3.995 1.643 -1.564
*
```

## Properties
E_tot in eV: -105238.7332
Kohn-Sham gap in Eh: 0.2262
Molecular weight in g/mol: 904.363

Here are the Mulliken charges for atoms 1 to 8, given in e:
1 Mo -0.5318
2 C -1.6546
3 C 0.1896
4 C -1.1578
5 C -0.5561
6 C 0.5692
7 N 2.2322
8 C 0.1036

Below is a structure of composition C39H58BClN8O7P2TeY, with properties calculated with ωB97M-V/def2-TZVPD.

Geometry as ORCA input:
```
! wB97M-V def2-TZVPD RIJCOSX def2/J DEFGRID3
* xyz -1 1
Y 0.811 0.836 -0.220
O 1.390 -0.377 1.906
C 2.408 -0.292 2.579
C 3.670 0.298 2.205
C 4.665 0.340 3.179
C 5.898 0.870 2.888
C 6.183 1.357 1.599
C 5.230 1.312 0.625
C 3.919 0.798 0.882
O 3.046 0.782 -0.035
N 6.918 0.913 3.914
O 8.003 1.394 3.627
O 6.655 0.452 5.015
H 2.398 -0.716 3.603
H 4.469 -0.038 4.174
H 7.167 1.756 1.399
H 5.436 1.666 -0.376
C -1.994 -2.299 -2.141
N -1.169 -3.237 -1.375
C -1.320 -4.638 -1.707
P -0.384 -2.656 -0.083
O 0.493 -1.500 -0.326
O -1.572 -2.250 0.970
P -1.971 -0.822 1.599
O -1.275 0.300 0.938
N -3.595 -0.659 1.437
C -4.510 -1.579 2.090
C -4.116 -0.115 0.183
N -1.729 -1.084 3.201
C -2.180 -0.056 4.132
C -0.647 -1.903 3.717
N 0.399 -3.870 0.679
C -0.282 -4.959 1.348
C 1.856 -3.915 0.703
H -1.810 -2.443 -3.206
H -1.720 -1.273 -1.900
H -3.057 -2.447 -1.927
H -1.297 -4.736 -2.792
H -2.268 -5.048 -1.337
H -0.495 -5.217 -1.299
H -4.092 -1.929 3.032
H -4.729 -2.445 1.454
H -5.447 -1.058 2.296
H -3.366 0.500 -0.306
H -4.996 0.498 0.390
H -4.402 -0.914 -0.507
H -2.963 0.544 3.675
H -1.360 0.606 4.425
H -2.587 -0.531 5.029
H -0.357 -2.653 2.987
H -0.985 -2.408 4.626
H 0.232 -1.297 3.952
H -1.361 -4.815 1.313
H 0.022 -5.008 2.399
H -0.047 -5.922 0.883
H 2.262 -3.036 0.206
H 2.219 -4.812 0.192
H 2.208 -3.932 1.739
C 0.204 4.063 -1.144
N 1.414 3.225 -1.158
C 1.993 3.257 -2.503
C 2.391 3.769 -0.203
C 1.930 3.644 1.229
C 2.371 4.577 2.165
C 2.019 4.446 3.504
C 1.220 3.377 3.889
C 0.786 2.464 2.933
C 1.118 2.550 1.576
H 0.475 5.117 -1.306
H -0.326 3.965 -0.198
H -0.461 3.742 -1.942
H 2.209 4.293 -2.804
H 1.300 2.810 -3.213
H 2.911 2.672 -2.524
H 2.606 4.821 -0.456
H 3.318 3.208 -0.340
H 3.000 5.406 1.852
H 2.369 5.164 4.236
H 0.934 3.262 4.931
H 0.159 1.635 3.263
B -3.450 1.298 -3.042
C -2.038 1.263 -2.333
N -1.004 1.236 -1.814
H -3.794 0.139 -3.188
H -3.320 1.863 -4.105
H -4.212 1.887 -2.296
Cl -5.469 2.226 2.871
C -3.977 3.119 2.741
C -3.522 3.855 3.822
C -2.338 4.557 3.669
C -1.676 4.487 2.451
N -2.119 3.771 1.425
C -3.252 3.096 1.561
H -4.082 3.874 4.747
H -1.926 5.146 4.478
H -0.737 5.008 2.300
H -3.597 2.532 0.702
C -1.760 -3.763 -6.605
C -0.808 -2.984 -5.736
C -0.774 -1.599 -5.764
C 0.122 -0.864 -4.987
C 0.144 0.633 -5.132
C 1.000 -1.522 -4.111
Te 2.399 -0.438 -2.923
C 0.964 -2.930 -4.070
C 1.878 -3.713 -3.168
C 0.082 -3.631 -4.886
H -2.516 -3.108 -7.039
H -2.276 -4.539 -6.035
H -1.236 -4.259 -7.426
H -1.460 -1.063 -6.412
H -0.600 0.966 -5.858
H 1.137 0.961 -5.448
H -0.056 1.118 -4.177
H 1.771 -3.390 -2.130
H 2.924 -3.532 -3.424
H 1.673 -4.785 -3.242
H 0.091 -4.718 -4.856
*
```

## Properties
E_tot in eV: -107759.7841
Relative energy (zero: lowest compared OMol25 entry of this formula, charge and spin) in kJ/mol: 21.8
Kohn-Sham gap in Eh: 0.2053
Molecular weight in g/mol: 1075.661

Here are the Mulliken charges for atoms 1 to 8, given in e:
1 Y -1.0009
2 O 0.6284
3 C -0.6476
4 C 0.7038
5 C -0.2280
6 C -0.7999
7 C -0.5556
8 C -0.8568

Below is an isolated molecule of C26H37N3O5, with properties calculated with ωB97M-V/def2-TZVPD.

Geometry as ORCA input:
```
! wB97M-V def2-TZVPD RIJCOSX def2/J DEFGRID3
* xyz 0 1
C -1.156 -4.582 -1.131
O -1.049 -3.637 -0.089
C 0.142 -3.053 0.236
C 0.082 -2.239 1.363
C 1.191 -1.563 1.835
C 2.406 -1.705 1.190
C 3.640 -0.983 1.652
N 4.125 -0.135 0.573
N 3.132 0.764 0.123
C 3.300 1.052 -1.293
C 4.454 2.012 -1.588
C 4.242 3.310 -0.814
C 4.103 3.012 0.677
C 2.990 1.981 0.918
C 1.610 2.615 0.675
O 1.442 3.815 0.735
N 0.646 1.691 0.444
C -0.698 1.909 0.106
C -1.242 3.179 0.012
C -2.568 3.342 -0.356
C -3.369 2.250 -0.633
O -4.687 2.307 -0.989
C -5.276 3.572 -1.145
C -2.822 0.950 -0.537
O -3.670 -0.055 -0.891
C -3.540 -1.332 -0.302
C -3.868 -1.331 1.198
C -3.837 -2.761 1.731
C -5.232 -0.689 1.441
C -1.498 0.795 -0.162
C 2.476 -2.506 0.058
C 1.370 -3.176 -0.443
O 1.418 -3.958 -1.570
C 2.640 -4.079 -2.254
H -0.496 -5.437 -0.968
H -2.194 -4.912 -1.102
H -0.941 -4.138 -2.104
H -0.868 -2.152 1.865
H 1.102 -0.938 2.711
H 3.413 -0.428 2.577
H 4.439 -1.697 1.874
H 4.984 0.341 0.857
H 3.452 0.095 -1.796
H 2.363 1.491 -1.650
H 4.499 2.209 -2.660
H 5.399 1.549 -1.291
H 5.077 3.994 -0.979
H 3.330 3.798 -1.162
H 3.852 3.923 1.220
H 5.051 2.629 1.068
H 2.997 1.687 1.977
H 0.964 0.727 0.424
H -0.635 4.042 0.224
H -2.964 4.343 -0.416
H -5.279 4.136 -0.205
H -6.304 3.382 -1.452
H -4.771 4.161 -1.918
H -4.271 -1.944 -0.837
H -2.544 -1.758 -0.469
H -3.105 -0.734 1.711
H -4.650 -3.339 1.295
H -3.957 -2.765 2.812
H -2.900 -3.248 1.478
H -6.017 -1.292 0.989
H -5.267 0.303 0.998
H -5.429 -0.605 2.507
H -1.065 -0.192 -0.085
H 3.430 -2.582 -0.438
H 3.410 -4.541 -1.628
H 2.997 -3.111 -2.618
H 2.432 -4.728 -3.104
*
```

## Properties
E_tot in eV: -42268.9947
Kohn-Sham gap in Eh: 0.2968
Molecular weight in g/mol: 471.598

Here are the Mulliken charges for atoms 1 to 8, given in e:
1 C -1.0279
2 O -0.3492
3 C 0.3698
4 C -0.1116
5 C -0.8014
6 C 0.4788
7 C -1.5968
8 N -0.7693

Below is a cluster of 3 separate species, C21H46FN4O5PS in total, with properties calculated with ωB97M-V/def2-TZVPD.

Geometry as ORCA input:
```
! wB97M-V def2-TZVPD RIJCOSX def2/J DEFGRID3
* xyz 0 1
C -5.031 -5.584 5.165
C -3.770 -5.137 4.247
F -2.679 -5.954 4.659
C -4.209 -5.331 2.729
O -3.135 -5.277 1.757
P -2.228 -3.837 1.881
O -1.096 -4.115 2.867
O -3.109 -2.526 2.485
O -1.727 -3.474 0.317
C -0.602 -2.562 0.292
C -0.995 -1.055 -0.117
C 0.363 -0.396 -0.687
C 0.369 1.201 -0.638
S 1.107 1.677 1.019
C 2.367 3.002 0.735
N 3.396 3.284 1.695
N 4.082 4.347 1.139
C 3.491 4.697 -0.124
O 2.372 3.833 -0.425
H -5.094 -4.925 6.083
H -5.966 -5.438 4.518
H -4.909 -6.690 5.387
H -3.552 -4.064 4.534
H -5.050 -4.602 2.441
H -4.690 -6.372 2.658
H -4.077 -2.649 2.404
H 0.007 -2.518 1.246
H 0.106 -2.927 -0.531
H -1.338 -0.468 0.806
H -1.841 -1.025 -0.876
H 1.188 -0.750 0.030
H 0.531 -0.803 -1.732
H -0.631 1.694 -0.841
H 1.091 1.579 -1.439
H 3.865 5.557 -0.746
C -4.386 1.527 0.450
C -4.781 2.655 -0.492
N -4.041 2.659 -1.749
C -4.237 3.880 -2.527
C -5.640 4.162 -3.065
C -4.071 1.420 -2.518
C -5.436 0.884 -2.951
H -3.314 1.551 0.667
H -4.920 1.632 1.399
H -4.638 0.545 0.046
H -4.584 3.596 0.034
H -5.865 2.610 -0.658
H -3.531 3.891 -3.365
H -3.939 4.730 -1.902
H -5.877 3.534 -3.924
H -5.700 5.199 -3.408
H -6.414 4.027 -2.308
H -3.572 0.641 -1.931
H -3.438 1.529 -3.405
H -6.182 0.943 -2.156
H -5.344 -0.168 -3.234
H -5.817 1.413 -3.825
C 4.728 1.302 -1.658
C 5.521 0.951 -0.418
N 6.133 -0.373 -0.453
C 6.666 -0.792 0.840
C 7.835 0.005 1.420
C 6.986 -0.657 -1.600
C 8.188 0.258 -1.837
H 3.944 0.563 -1.851
H 4.239 2.270 -1.513
H 5.358 1.376 -2.545
H 4.822 1.000 0.424
H 6.270 1.736 -0.250
H 6.954 -1.848 0.785
H 5.847 -0.765 1.568
H 8.773 -0.229 0.916
H 7.970 -0.255 2.474
H 7.670 1.083 1.371
H 6.365 -0.639 -2.502
H 7.338 -1.692 -1.541
H 7.945 1.315 -1.703
H 8.547 0.135 -2.862
H 9.021 0.007 -1.179
*
```

## Properties
E_tot in eV: -61559.7461
Relative energy (zero: lowest compared OMol25 entry of this formula, charge and spin) in kJ/mol: 401.3
Kohn-Sham gap in Eh: 0.2948
Molecular weight in g/mol: 516.661

Here are the Mulliken charges for atoms 1 to 8, given in e:
1 C -1.1344
2 C 0.7105
3 F -0.3246
4 C -0.7611
5 O -0.3728
6 P 0.9889
7 O -0.6552
8 O -0.4466

Below is the ion C7H13O2 with charge +1, with properties calculated with ωB97M-V/def2-TZVPD.

Geometry as ORCA input:
```
! wB97M-V def2-TZVPD RIJCOSX def2/J DEFGRID3
* xyz 1 1
C 0.467 1.713 -0.626
C 0.324 1.257 1.577
C -0.625 -0.591 0.779
C 0.396 -0.704 -0.204
C 0.633 2.882 -1.599
C -0.785 -1.693 1.776
C -0.157 -1.229 -1.535
O 0.943 0.548 -0.793
O 0.062 2.151 0.543
H -0.189 1.371 2.442
H 1.372 0.900 1.571
H -1.520 -0.108 0.412
H 1.366 -1.208 0.112
H 0.803 3.850 -0.980
H -0.227 3.045 -2.126
H 1.495 2.853 -2.235
H -0.619 -1.354 2.875
H 0.047 -2.405 1.528
H -1.874 -2.147 1.864
H -0.728 -0.394 -1.976
H -0.822 -2.008 -1.352
H 0.640 -1.607 -2.116
*
```

## Properties
E_tot in eV: -11554.1428
Relative energy (zero: lowest compared OMol25 entry of this formula, charge and spin) in kJ/mol: 242.4
Kohn-Sham gap (spin up / spin down) in Eh: 0.3293 / 0.3293
Molecular weight in g/mol: 129.179

Here are the Mulliken charges for atoms 1 to 8, given in e:
1 C 0.9553
2 C -0.7201
3 C 0.0348
4 C -0.0909
5 C -1.1740
6 C -1.0321
7 C -1.3193
8 O -0.2682

Which value of E_tot does entry 6 give?
-42268.9947 eV

Which value of E_tot does entry 1 give?
-17570.5490 eV

E_tot of number 3 (C25H31N6O2PS)?
-59586.3968 eV